Record 1
A structure of composition C24H60F2N10O12P3Ti at a distorted geometry. Source: the OMol25 dataset; level of theory: wB97M-V/def2-TZVPD.

- Expectation value of S²: 3.752
- Total charge: 0
- ΔE to the lowest compared entry with this formula, charge and spin: 0.0 kcal/mol
- LUMO level (spin up / spin down): 0.4 / 0.2 eV
- Multiplicity: 4
- Kohn-Sham gap (spin up / spin down): 0.1930 / 0.3096 Ha

Geometry (Å):
Ti 19.664 8.719 11.845
N 17.447 6.761 11.506
O 17.604 7.420 12.557
O 16.555 5.936 11.340
O 18.290 6.986 10.585
C 17.636 4.429 8.520
C 16.129 4.307 8.469
O 15.951 2.965 8.846
C 17.064 2.264 8.468
O 17.130 1.089 8.461
O 17.995 3.129 8.019
F 15.660 4.505 7.199
H 18.087 4.468 9.512
H 18.030 5.240 7.914
H 15.548 4.949 9.127
C 15.969 3.448 13.384
C 16.537 3.009 12.024
O 16.322 1.612 12.079
C 16.286 1.208 13.364
O 16.343 0.110 13.780
O 16.149 2.289 14.184
F 17.851 3.308 11.853
H 14.948 3.807 13.249
H 16.624 4.247 13.731
H 15.946 3.373 11.187
O 18.903 10.319 13.254
P 17.655 11.133 13.390
N 16.571 11.115 12.128
C 17.023 11.591 10.817
C 15.679 9.946 11.988
N 18.031 12.779 13.449
C 19.269 13.143 14.115
C 16.992 13.796 13.408
N 16.757 10.674 14.724
C 17.179 9.504 15.464
C 15.420 11.174 15.061
H 16.102 11.802 10.258
H 17.545 10.813 10.253
H 17.514 12.556 10.901
H 16.148 9.264 11.277
H 14.720 10.261 11.571
H 15.531 9.489 12.961
H 19.240 12.943 15.195
H 20.144 12.704 13.643
H 19.395 14.228 14.089
H 16.344 13.652 12.546
H 16.424 13.879 14.340
H 17.464 14.770 13.260
H 16.986 9.579 16.541
H 16.535 8.654 15.182
H 18.219 9.242 15.306
H 15.444 11.606 16.060
H 14.770 10.294 15.053
H 15.072 11.883 14.316
O 21.581 7.658 12.070
P 22.383 6.566 11.449
N 22.415 6.613 9.776
C 23.324 5.747 9.029
C 21.338 7.206 8.965
N 21.918 5.043 11.951
C 22.821 3.960 12.271
C 20.497 4.751 12.114
N 23.987 6.628 11.953
C 24.964 7.438 11.267
C 24.265 6.486 13.370
H 23.558 6.235 8.083
H 22.850 4.791 8.780
H 24.235 5.566 9.593
H 20.956 8.126 9.402
H 20.610 6.398 8.832
H 21.661 7.428 7.946
H 22.561 3.106 11.639
H 23.876 4.194 12.177
H 22.719 3.655 13.322
H 19.911 5.197 11.304
H 20.306 3.681 12.091
H 20.134 5.192 13.047
H 24.890 7.448 10.182
H 24.900 8.486 11.592
H 25.991 7.130 11.482
H 25.074 5.771 13.561
H 23.402 6.157 13.944
H 24.644 7.441 13.749
O 10.298 6.081 14.359
P 11.696 5.958 13.898
N 12.443 4.420 14.005
C 12.735 3.971 15.369
C 11.766 3.383 13.232
N 12.773 6.948 14.678
C 12.370 8.225 15.277
C 14.239 6.748 14.699
N 11.847 6.366 12.265
C 11.019 7.440 11.716
C 13.012 6.104 11.420
H 13.074 2.935 15.342
H 11.817 3.986 15.968
H 13.513 4.577 15.826
H 10.889 3.004 13.780
H 12.324 2.442 13.181
H 11.461 3.741 12.255
H 12.318 8.975 14.480
H 11.372 8.155 15.708
H 13.097 8.483 16.044
H 14.489 6.434 15.714
H 14.528 6.042 13.930
H 14.755 7.684 14.480
H 9.947 7.315 11.890
H 11.232 8.354 12.284
H 11.115 7.620 10.649
H 13.352 7.007 10.911
H 12.750 5.372 10.649
H 13.850 5.696 11.982

***

Record 2
A structure of composition C24H60F6K2N3O24S6 at a distorted geometry. Source: the OMol25 dataset; level of theory: wB97M-V/def2-TZVPD.

- Expectation value of S²: 0.752
- Total charge: -2
- LUMO level (spin up / spin down): 2.7 / 2.6 eV
- Multiplicity: 2
- Kohn-Sham gap (spin up / spin down): 0.0741 / 0.2339 Ha

Geometry (Å):
K 1.882 -1.616 1.484
K -1.345 0.116 2.157
N 0.491 -1.143 3.767
S 0.191 -2.465 4.793
O -1.174 -2.566 5.215
O 1.229 -2.948 5.664
F 0.228 -3.583 3.620
S 0.844 -0.276 4.994
O 2.117 -0.447 5.613
O -0.248 0.429 5.656
F 1.363 0.974 4.164
N 0.344 0.196 0.085
S 1.087 1.725 0.039
O 0.215 2.790 -0.431
O 2.471 1.740 -0.388
F 1.250 1.996 1.617
S 0.083 0.158 -1.352
O 1.186 0.108 -2.309
O -1.233 0.623 -1.766
F -0.101 -1.436 -1.337
N -1.416 5.462 2.999
S -1.052 3.927 3.810
O -1.490 2.704 3.142
O -0.971 3.867 5.274
F 0.518 3.838 3.415
S -2.529 5.877 4.024
O -2.147 6.663 5.166
O -3.702 5.001 4.174
F -3.172 6.984 3.085
C 4.945 -1.404 3.810
O 4.343 -1.583 2.533
C 4.943 -2.616 1.660
C 4.942 -2.420 0.182
O 3.745 -2.171 -0.425
C 3.868 -1.461 -1.702
H 4.540 -0.592 4.413
H 6.024 -1.471 3.953
H 4.731 -2.170 4.555
H 4.374 -3.508 1.921
H 6.003 -2.758 1.869
H 5.441 -3.249 -0.319
H 5.692 -1.657 -0.028
H 3.238 -1.825 -2.513
H 4.912 -1.324 -1.986
H 3.590 -0.423 -1.520
C -1.602 -3.907 0.280
O -2.336 -4.875 1.057
C -3.661 -4.486 1.386
C -4.456 -5.478 2.296
O -3.694 -5.632 3.475
C -3.944 -4.653 4.477
H -2.171 -3.405 -0.502
H -0.870 -4.437 -0.331
H -1.182 -3.181 0.976
H -4.168 -4.359 0.429
H -3.610 -3.516 1.880
H -4.533 -6.441 1.792
H -5.473 -5.090 2.346
H -3.769 -3.654 4.079
H -3.194 -4.700 5.267
H -4.933 -4.904 4.861
C 0.672 -1.007 -6.734
O 0.975 -2.286 -6.260
C 1.216 -2.333 -4.824
C 1.098 -3.681 -4.106
O 1.442 -4.633 -5.133
C 1.570 -5.946 -4.545
H 0.261 -1.078 -7.741
H 1.598 -0.438 -6.809
H -0.059 -0.554 -6.064
H 0.483 -1.650 -4.395
H 2.113 -1.731 -4.672
H 0.126 -3.751 -3.619
H 1.810 -3.667 -3.281
H 0.635 -6.408 -4.230
H 2.309 -6.162 -3.773
H 1.960 -6.627 -5.301
C 2.143 2.622 -5.217
O 3.488 2.944 -4.875
C 3.881 2.625 -3.544
C 5.308 2.089 -3.450
O 6.320 3.094 -3.682
C 7.600 2.698 -3.154
H 1.813 3.228 -6.061
H 1.405 2.925 -4.474
H 1.929 1.572 -5.414
H 3.262 1.892 -3.026
H 3.587 3.450 -2.896
H 5.492 1.236 -4.103
H 5.433 1.683 -2.446
H 8.266 3.487 -3.502
H 8.072 1.782 -3.511
H 7.477 2.784 -2.074
C -3.754 -0.477 -0.081
O -3.853 -0.544 1.343
C -5.122 -0.402 1.977
C -5.103 -0.374 3.535
O -3.975 0.410 3.966
C -3.835 0.548 5.369
H -3.174 -1.332 -0.427
H -3.302 0.471 -0.373
H -4.751 -0.372 -0.508
H -5.817 -1.203 1.724
H -5.592 0.541 1.698
H -4.792 -1.330 3.956
H -6.077 -0.070 3.920
H -3.099 -0.114 5.826
H -4.662 0.109 5.927
H -3.529 1.516 5.766
C -3.620 3.585 0.511
O -3.286 4.497 -0.460
C -2.896 4.008 -1.712
C -2.494 5.212 -2.617
O -1.434 6.005 -2.105
C -0.980 6.925 -3.126
H -4.311 3.980 1.256
H -2.836 3.303 1.213
H -4.032 2.675 0.073
H -3.717 3.679 -2.348
H -2.156 3.229 -1.529
H -3.432 5.735 -2.799
H -2.265 4.608 -3.495
H -0.591 6.473 -4.038
H -0.169 7.495 -2.673
H -1.689 7.708 -3.397

***

Record 3
A cluster of 5 separate species, C24H60N5O11 in total at a distorted geometry. Source: the OMol25 dataset; level of theory: wB97M-V/def2-TZVPD.

- Total charge: -1
- ΔE to the lowest compared entry with this formula, charge and spin: 0.0 kcal/mol
- LUMO level: 2.5 eV
- Kohn-Sham gap: 0.2700 Ha

Geometry (Å):
N -0.074 -1.034 -1.387
O 0.738 -0.183 -1.064
O -0.100 -1.374 -2.528
O -0.922 -1.436 -0.606
C 2.623 1.298 1.181
O 1.788 0.336 1.743
C 2.503 -0.750 2.434
C 2.653 -2.053 1.613
N 3.197 -1.750 0.302
C 3.252 -3.049 -0.493
C 3.610 -2.754 -1.948
O 3.510 -3.979 -2.622
C 3.829 -3.840 -4.017
H 3.425 0.824 0.616
H 2.988 1.928 1.992
H 2.060 1.947 0.510
H 1.907 -0.997 3.313
H 3.382 -0.294 2.890
H 1.688 -2.537 1.465
H 3.222 -2.775 2.198
H 2.407 -1.250 -0.077
H 2.275 -3.528 -0.560
H 3.998 -3.736 -0.092
H 4.578 -2.260 -2.034
H 2.872 -2.087 -2.391
H 3.849 -4.856 -4.412
H 4.836 -3.457 -4.175
H 3.077 -3.233 -4.520
C 0.387 -2.642 4.845
O -0.878 -3.048 4.368
C -1.010 -2.826 2.981
C -2.405 -3.228 2.510
N -3.378 -2.318 3.018
C -4.722 -2.666 2.577
C -5.286 -3.446 3.731
O -5.251 -2.555 4.833
C -6.029 -3.083 5.925
H 1.253 -3.004 4.291
H 0.632 -2.928 5.868
H 0.370 -1.561 4.709
H -0.213 -3.382 2.485
H -0.839 -1.796 2.669
H -2.614 -4.281 2.697
H -2.345 -3.122 1.427
H -3.336 -2.272 4.026
H -4.659 -3.220 1.640
H -5.223 -1.718 2.381
H -4.612 -4.272 3.961
H -6.272 -3.812 3.447
H -6.373 -2.282 6.578
H -5.407 -3.834 6.413
H -6.896 -3.608 5.524
C 3.360 1.607 -2.637
O 3.347 1.279 -4.017
C 2.169 0.607 -4.423
C 0.884 1.458 -4.350
N 0.744 2.441 -5.409
C 1.969 3.236 -5.575
C 1.807 4.308 -6.679
O 0.988 5.332 -6.189
C 0.950 6.516 -7.019
H 2.601 2.323 -2.322
H 4.377 1.928 -2.412
H 3.212 0.723 -2.018
H 2.013 -0.293 -3.828
H 2.179 0.265 -5.458
H 0.730 2.038 -3.440
H 0.003 0.817 -4.384
H 0.043 3.099 -5.101
H 2.810 2.623 -5.897
H 2.140 3.689 -4.598
H 1.465 3.801 -7.581
H 2.765 4.734 -6.977
H 0.391 6.318 -7.933
H 1.913 6.968 -7.258
H 0.373 7.324 -6.569
C -1.989 2.217 -2.045
O -1.895 2.248 -0.673
C -0.724 2.867 -0.181
C -0.769 2.665 1.280
N -0.676 1.244 1.717
C -0.681 1.095 3.179
C -1.904 1.660 3.991
O -3.154 1.225 3.425
C -4.063 0.902 4.483
H -1.326 1.494 -2.520
H -1.792 3.254 -2.317
H -2.991 2.036 -2.435
H -0.860 3.903 -0.492
H 0.177 2.470 -0.648
H -1.652 3.090 1.758
H 0.043 3.305 1.625
H 0.130 0.816 1.284
H 0.167 1.653 3.575
H -0.580 0.029 3.382
H -1.878 2.745 4.085
H -1.787 1.342 5.027
H -5.046 0.584 4.137
H -4.317 1.746 5.124
H -3.730 0.049 5.075